[1]
Entry from the OMol25 dataset: C41H42N5O6S2W as an isolated structure (ωB97M-V with the def2-TZVPD basis set).

spin multiplicity = 3
charge = -1
HOMO-LUMO gap (alpha / beta) = 5.643 / 6.212 eV
expectation value of S² = 2.026

Last column: natural (NBO) charge in e.
Cartesian coordinates (Å):
W -0.043 0.379 0.623  1.82
C 0.350 -2.743 2.103  -0.43
N 0.282 -1.302 2.356  -0.43
C -0.767 -1.014 3.351  -0.42
C 1.607 -0.886 2.903  -0.26
C 2.589 -0.704 1.791  0.01
C 3.917 -1.096 1.925  -0.25
C 4.826 -0.823 0.909  -0.24
C 4.383 -0.148 -0.225  -0.23
C 3.045 0.216 -0.346  -0.18
C 2.107 -0.072 0.643  -0.37
H 0.645 -3.256 3.026  0.18
H 1.085 -2.935 1.324  0.25
H -0.619 -3.124 1.794  0.20
H -0.525 -1.477 4.315  0.18
H -1.718 -1.414 2.996  0.20
H -0.862 0.059 3.483  0.24
H 1.944 -1.625 3.641  0.17
H 1.458 0.063 3.408  0.24
H 4.245 -1.611 2.826  0.19
H 5.863 -1.126 1.002  0.20
H 5.083 0.094 -1.019  0.20
H 2.730 0.743 -1.241  0.19
C -2.547 6.848 -3.268  -0.62
C -2.360 5.908 -2.101  -0.04
C -1.671 4.709 -2.248  -0.16
C -1.484 3.849 -1.173  -0.21
C -1.997 4.186 0.072  -0.27
C -2.685 5.380 0.240  -0.20
C -2.866 6.229 -0.843  -0.22
S -1.704 3.177 1.547  1.49
O 0.522 1.566 2.123  -0.68
O -2.919 3.387 2.399  -1.00
N -1.794 1.655 0.796  -0.92
C -3.032 1.186 0.459  0.16
C -4.240 1.875 0.389  -0.27
C -5.425 1.208 0.035  -0.17
C -5.456 -0.129 -0.254  -0.27
C -4.249 -0.863 -0.206  -0.09
C -4.176 -2.239 -0.496  -0.14
C -2.970 -2.863 -0.461  -0.27
C -1.815 -2.135 -0.128  0.04
N -1.832 -0.853 0.182  -0.50
C -3.046 -0.204 0.142  0.20
H -2.226 6.384 -4.201  0.21
H -1.964 7.763 -3.133  0.21
H -3.593 7.142 -3.378  0.21
H -1.276 4.438 -3.223  0.20
H -0.953 2.917 -1.300  0.23
H -3.094 5.621 1.216  0.23
H -3.410 7.160 -0.710  0.20
H -4.272 2.921 0.645  0.25
H -6.345 1.779 -0.008  0.20
H -6.377 -0.633 -0.524  0.20
H -5.082 -2.777 -0.757  0.21
H -2.861 -3.911 -0.709  0.22
H -0.846 -2.594 -0.182  0.26
C -1.941 -7.578 0.231  -0.63
C -0.779 -6.945 -0.494  0.00
C -0.705 -6.957 -1.880  -0.23
C 0.384 -6.399 -2.547  -0.17
C 1.403 -5.823 -1.811  -0.39
C 1.343 -5.788 -0.422  -0.12
C 0.255 -6.349 0.225  -0.23
S 2.800 -5.095 -2.620  2.35
O 2.754 -5.540 -3.983  -0.96
O 3.925 -5.337 -1.771  -0.94
N 2.529 -3.503 -2.613  -0.88
C 1.388 -2.990 -3.409  -0.22
C 1.214 -1.509 -3.152  -0.51
C 0.711 -1.185 -1.767  0.82
O 0.891 -2.014 -0.855  -0.74
O 0.168 -0.037 -1.593  -0.75
H -2.695 -7.941 -0.468  0.21
H -2.420 -6.867 0.908  0.22
H -1.608 -8.424 0.837  0.22
H -1.504 -7.419 -2.451  0.21
H 0.458 -6.422 -3.628  0.24
H 2.159 -5.344 0.138  0.23
H 0.211 -6.337 1.310  0.21
H 2.506 -3.142 -1.655  0.44
H 0.453 -3.507 -3.172  0.19
H 1.613 -3.164 -4.458  0.21
H 0.513 -1.086 -3.872  0.23
H 2.170 -0.990 -3.281  0.24
N 0.736 2.235 0.859  -0.46
C 1.926 2.915 0.726  0.26
C 2.805 3.121 1.790  -0.30
C 3.974 3.850 1.590  -0.19
C 4.292 4.383 0.346  -0.29
C 3.404 4.179 -0.710  -0.19
C 2.237 3.461 -0.528  -0.29
H 2.563 2.696 2.754  0.23
H 4.652 3.994 2.425  0.20
H 5.206 4.945 0.200  0.20
H 3.628 4.585 -1.691  0.20
H 1.549 3.299 -1.351  0.21



[2]
Entry from the OMol25 dataset: C6H8KN2O4S as an isolated structure (ωB97M-V with the def2-TZVPD basis set).

charge = -1
HOMO-LUMO gap = 4.258 eV

Last column: Löwdin charge in e.
Cartesian coordinates (Å):
K -0.266 -1.910 0.264  0.79
S -1.564 -2.165 -2.984  0.17
O -2.339 -3.398 -3.258  -0.46
O -1.684 -1.170 -4.066  -0.45
O -2.053 -1.551 -1.700  -0.57
O -0.113 -2.539 -2.773  -0.52
C -0.447 0.966 4.097  -0.05
C -1.106 0.020 3.212  -0.26
N -1.638 -0.722 2.522  0.13
H -0.260 0.468 5.046  0.08
H -1.076 1.837 4.258  0.09
H 0.485 1.286 3.636  0.07
N 2.325 0.919 -0.545  -0.01
C 1.290 1.007 0.350  -0.19
C 0.114 0.975 -0.373  -0.17
C 0.445 0.814 -1.743  -0.07
C 1.815 0.783 -1.814  -0.11
H 3.295 0.963 -0.299  0.13
H 1.459 1.183 1.400  0.08
H -0.896 0.976 0.007  0.09
H -0.231 0.583 -2.556  0.10
H 2.443 0.677 -2.681  0.11



> Which formula does entry 1 have?

C41H42N5O6S2W